Formula: C43H97N6O8
Source: OMol25
Level of theory: ωB97M-V/def2-TZVPD

Each atom is followed by the atoms it is bonded to, with distances in Å.
Positions of all 154 atoms, in Å:
1 C -6.53066 1.50154 0.07100  C2 1.640, H31 1.182, H32 1.193, H33 1.191
2 C -6.16857 3.02075 0.57138  C1 1.640, C3 1.648, H34 1.188, H35 1.181
3 C -4.55585 3.34115 0.68460  C2 1.648, C4 1.641, H36 1.189, H37 1.192
4 C -3.62555 2.55090 -0.41263  C3 1.641, C5 1.672, C6 1.637, H38 1.189
5 C -4.14025 2.76364 -1.98958  C4 1.672, H39 1.170, H40 1.192, H41 1.176
6 C -2.05004 2.99662 -0.39701  C4 1.637, N7 1.512, C19 1.635, H42 1.171
7 N -1.32121 1.99255 -1.26094  C6 1.512, C8 1.522, H43 1.054
8 C 0.10326 1.88987 -0.73491  N7 1.522, N9 1.375, N18 1.513
9 N 1.03619 1.12160 -1.39055  C8 1.375, C10 1.520, H44 1.052
10 C 0.56289 0.37032 -2.62475  N9 1.520, C11 1.640, H45 1.193, H46 1.179
11 C 1.62311 -0.73947 -3.20154  C10 1.640, C12 1.643, H47 1.193, H48 1.170
12 C 0.77298 -1.75157 -4.17691  C11 1.643, C13 1.638, H49 1.193, H50 1.191
13 C 0.76492 -1.34298 -5.76321  C12 1.638, C14 1.639, H51 1.194, H52 1.174
14 C 0.68825 0.26484 -6.07152  C13 1.639, O15 1.500, H53 1.181, H54 1.194
15 O 2.00703 0.96025 -5.91066  C14 1.500, C16 1.474
16 C 1.80718 2.40647 -5.70805  O15 1.474, C17 1.672, H55 1.193, H56 1.175
17 C 1.21785 3.15877 -7.07994  C16 1.672, H57 1.191, H58 1.171, H59 1.172
18 N 0.17064 2.73959 0.51463  C8 1.513, C19 1.543, H60 1.053
19 C -1.23202 3.15062 1.01026  C6 1.635, N18 1.543, C20 1.638, H61 1.170
20 C -1.51082 2.13101 2.26142  C19 1.638, C21 1.673, H62 1.170, H63 1.189
21 C -0.21318 2.32265 3.29962  C20 1.673, C22 1.659, H64 1.194, H65 1.173
22 C -0.62263 2.02926 4.88046  C21 1.659, C23 1.666, H66 1.178, H67 1.175
23 C 0.65185 2.34581 5.90593  C22 1.666, C24 1.653, H68 1.180, H69 1.190
24 C 1.54531 0.95626 5.97228  C23 1.653, C25 1.667, H70 1.172, H71 1.188
25 C 3.06266 1.20108 6.61861  C24 1.667, C26 1.667, H72 1.188, H73 1.177
26 C 3.23577 0.20132 7.94065  C25 1.667, C27 1.641, H74 1.191, H75 1.194
27 C 3.64884 -1.29910 7.42113  C26 1.641, C28 1.663, H76 1.170, H77 1.191
28 C 4.99135 -1.80335 8.26277  C27 1.663, O29 1.485, H78 1.193, H79 1.186
29 O 4.63722 -1.65973 9.69732  C28 1.485, C30 1.489
30 C 4.62549 -2.98771 10.37024  O29 1.489, H80 1.170, H81 1.187, H82 1.194
31 H -5.81167 0.66298 0.49251  C1 1.182
32 H -6.49333 1.37815 -1.11452  C1 1.193
33 H -7.64202 1.19434 0.36881  C1 1.191
34 H -6.62856 3.14860 1.65880  C2 1.188
35 H -6.72879 3.80473 -0.11220  C2 1.181
36 H -4.34396 4.51055 0.70086  C3 1.189
37 H -4.22658 2.95825 1.76397  C3 1.192
38 H -3.75623 1.38577 -0.21517  C4 1.189
39 H -5.29329 2.94098 -2.07559  C5 1.170
40 H -3.62393 3.77184 -2.36231  C5 1.192
41 H -3.78440 1.89918 -2.70330  C5 1.176
42 H -2.01794 4.07280 -0.85731  C6 1.171
43 H -1.70332 1.07634 -0.90663  N7 1.054
44 H 2.01335 1.10299 -1.00258  N9 1.052
45 H -0.43608 -0.23055 -2.36942  C10 1.193
46 H 0.28381 1.19030 -3.42492  C10 1.179
47 H 1.96061 -1.39555 -2.26369  C11 1.193
48 H 2.60014 -0.30104 -3.67217  C11 1.170
49 H -0.37068 -1.84065 -3.84765  C12 1.193
50 H 1.19780 -2.86117 -4.08766  C12 1.191
51 H -0.23077 -1.81494 -6.22324  C13 1.194
52 H 1.65032 -1.86126 -6.33424  C13 1.174
53 H -0.19107 0.82978 -5.52136  C14 1.181
54 H 0.44100 0.36762 -7.23512  C14 1.194
55 H 2.81103 2.97934 -5.41445  C16 1.193
56 H 1.04220 2.65428 -4.85068  C16 1.175
57 H 0.11552 3.52055 -6.81065  C17 1.191
58 H 1.85529 4.11447 -7.30904  C17 1.171
59 H 1.19882 2.39361 -7.96700  C17 1.172
60 H 0.82456 3.55452 0.38648  N18 1.053
61 H -1.12058 4.25499 1.37948  C19 1.170
62 H -1.53729 0.99345 1.98734  C20 1.170
63 H -2.45723 2.42255 2.91873  C20 1.189
64 H 0.04568 3.48643 3.23634  C21 1.194
65 H 0.71061 1.66660 2.99586  C21 1.173
66 H -1.52646 2.69956 5.23046  C22 1.178
67 H -0.85363 0.87977 4.95312  C22 1.175
68 H 0.27026 2.69048 6.96745  C23 1.180
69 H 1.30820 3.17790 5.36431  C23 1.190
70 H 1.64006 0.56606 4.87077  C24 1.172
71 H 1.05582 0.11842 6.65787  C24 1.188
72 H 3.92323 0.98145 5.82994  C25 1.188
73 H 3.14798 2.32033 6.97247  C25 1.177
74 H 4.06548 0.71571 8.62290  C26 1.191
75 H 2.23315 0.21477 8.58839  C26 1.194
76 H 2.81129 -2.11009 7.52438  C27 1.170
77 H 3.90471 -1.19066 6.26289  C27 1.191
78 H 5.28554 -2.92261 7.97403  C28 1.193
79 H 5.87935 -1.04483 8.05785  C28 1.186
80 H 5.74375 -3.28563 10.54408  C30 1.170
81 H 4.04919 -3.81509 9.74368  C30 1.187
82 H 4.04735 -2.81637 11.40041  C30 1.194
83 C 5.07954 1.94878 -6.61112  O84 1.422, H92 1.094, H93 1.093, H94 1.094
84 O 5.46654 2.78291 -5.52687  C83 1.422, C85 1.432
85 C 5.51796 2.08871 -4.27554  O84 1.432, C86 1.538, H95 1.096, H96 1.098
86 C 6.97143 1.96374 -3.78908  C85 1.538, N87 1.468, H97 1.095, H98 1.094
87 N 7.72741 1.02022 -4.62116  C86 1.468, C88 1.470, H99 1.015
88 C 9.17535 1.04999 -4.37196  N87 1.470, C89 1.543, H100 1.096, H101 1.097
89 C 9.92288 2.35910 -4.70001  C88 1.543, O90 1.427, H102 1.097, H103 1.095
90 O 9.97139 2.66583 -6.09320  C89 1.427, C91 1.420
91 C 8.82967 3.35297 -6.58493  O90 1.420, H104 1.092, H105 1.091, H106 1.095
92 H 4.91750 2.58214 -7.48780  C83 1.094
93 H 5.86690 1.22989 -6.85018  C83 1.093
94 H 4.14675 1.42296 -6.38870  C83 1.094
95 H 5.02255 1.11216 -4.31880  C85 1.096
96 H 4.96542 2.70424 -3.55419  C85 1.098
97 H 6.97624 1.61451 -2.75159  C86 1.095
98 H 7.41828 2.96173 -3.81966  C86 1.094
99 H 7.56942 1.23992 -5.59971  N87 1.015
100 H 9.61067 0.25198 -4.98382  C88 1.096
101 H 9.36082 0.78026 -3.32519  C88 1.097
102 H 10.96573 2.21813 -4.39093  C89 1.097
103 H 9.55535 3.21362 -4.12157  C89 1.095
104 H 8.37825 4.00754 -5.83692  C91 1.092
105 H 8.09694 2.63868 -6.96361  C91 1.091
106 H 9.14522 3.96940 -7.43345  C91 1.095
107 C 0.72102 -5.84219 -2.11757  O108 1.422, H116 1.094, H117 1.093, H118 1.094
108 O 0.40013 -5.28304 -3.38466  C107 1.422, C109 1.432
109 C 1.02699 -5.96761 -4.47498  O108 1.432, C110 1.538, H119 1.096, H120 1.098
110 C -0.02216 -6.71343 -5.31633  C109 1.538, N111 1.468, H121 1.095, H122 1.094
111 N -0.56316 -7.86550 -4.58547  C110 1.468, C112 1.470, H123 1.015
112 C -1.74396 -8.46243 -5.22492  N111 1.470, C113 1.543, H124 1.096, H125 1.097
113 C -3.01084 -7.58797 -5.32758  C112 1.543, O114 1.427, H126 1.097, H127 1.095
114 O -3.61519 -7.29240 -4.06868  C113 1.427, C115 1.420
115 C -3.05916 -6.17090 -3.39746  O114 1.420, H128 1.092, H129 1.091, H130 1.095
116 H 0.33218 -5.17598 -1.34238  C107 1.094
117 H 0.25166 -6.82105 -1.99333  C107 1.093
118 H 1.80371 -5.92647 -1.98823  C107 1.094
119 H 1.82726 -6.63839 -4.14247  C109 1.096
120 H 1.48759 -5.19572 -5.10471  C109 1.098
121 H 0.44049 -7.06022 -6.24588  C110 1.095
122 H -0.81245 -6.00050 -5.56887  C110 1.094
123 H -0.82380 -7.57222 -3.64906  N111 1.015
124 H -1.99656 -9.35244 -4.63775  C112 1.096
125 H -1.46559 -8.81455 -6.22561  C112 1.097
126 H -3.75591 -8.16837 -5.88520  C113 1.097
127 H -2.84963 -6.67481 -5.91069  C113 1.095
128 H -2.69274 -5.40753 -4.08650  C115 1.092
129 H -2.26446 -6.49406 -2.72328  C115 1.091
130 H -3.84397 -5.72424 -2.77770  C115 1.095
131 C -5.79805 3.24758 4.48088  O132 1.422, H140 1.094, H141 1.093, H142 1.094
132 O -6.58428 2.13933 4.06284  C131 1.422, C133 1.432
133 C -5.80921 0.95854 3.82752  O132 1.432, C134 1.538, H143 1.096, H144 1.098
134 C -6.12105 -0.10992 4.88864  C133 1.538, N135 1.468, H145 1.095, H146 1.094
135 N -5.58448 0.27524 6.19931  C134 1.468, C136 1.470, H147 1.015
136 C -6.06633 -0.57015 7.30051  N135 1.470, C137 1.543, H148 1.096, H149 1.097
137 C -7.57801 -0.53880 7.60719  C136 1.543, O138 1.427, H150 1.097, H151 1.095
138 O -8.03985 0.71032 8.12083  C137 1.427, C139 1.420
139 C -8.35864 1.67389 7.12717  O138 1.420, H152 1.092, H153 1.091, H154 1.095
140 H -6.43667 4.13530 4.48862  C131 1.094
141 H -5.41468 3.09402 5.49249  C131 1.093
142 H -4.96984 3.42489 3.78902  C131 1.094
143 H -4.73507 1.16819 3.77087  C133 1.096
144 H -6.11916 0.57173 2.84831  C133 1.098
145 H -5.67768 -1.06291 4.58270  C134 1.095
146 H -7.20750 -0.23118 4.92777  C134 1.094
147 H -5.84888 1.23527 6.39738  N135 1.015
148 H -5.53407 -0.23963 8.19949  C136 1.096
149 H -5.75650 -1.60567 7.11458  C136 1.097
150 H -7.75827 -1.27158 8.40310  C137 1.097
151 H -8.18954 -0.86583 6.75929  C137 1.095
152 H -8.73578 1.22129 6.20810  C139 1.092
153 H -7.48909 2.29936 6.91936  C139 1.091
154 H -9.13731 2.33037 7.52997  C139 1.095

Computed properties:
- total energy (a.u.) = -2626.18883
- lowest unoccupied orbital energy (eV) = -3.28
- charge = +1
- orbital gap (Ha) = 0.25352
- E_HOMO (eV) = -10.180